[1]
A structure of composition C30H29AsCuN9O5 at a distorted geometry. Source: OMol25; level of theory: wB97M-V/def2-TZVPD.

Cartesian coordinates (Å):
As 0.81570 2.62800 -3.40828
Cu -1.01936 0.44988 -1.30965
O -2.81516 -0.75729 -1.18759
O -6.03273 0.36608 -7.35289
O 1.99412 -1.94636 3.92991
O -7.01489 -0.57611 -5.68630
O -1.56805 0.93548 -3.14395
N -6.05602 -0.01936 -6.19697
N 3.65008 -2.55461 5.22767
N 2.43027 1.85712 0.71145
N -2.22335 -1.94241 1.64150
N 0.88382 1.02763 -0.56502
N -2.86861 -0.87102 2.10553
N 2.72465 -3.52051 5.26815
N 3.07067 1.17121 -0.23881
N -1.15827 -0.22694 0.83498
C -2.21655 0.13990 1.59231
C 3.86126 1.60632 2.68983
C -3.72959 -0.71887 -2.01263
C 0.08453 3.64692 -4.93145
C -0.40362 -3.24780 3.33645
C -2.59580 0.62239 -3.81118
C 3.16431 2.55167 1.73720
C 0.28523 -5.14183 4.66239
C -1.56538 -3.90204 2.96849
C 2.64622 3.38530 -3.48129
C 5.76772 1.05540 4.05451
C -2.58405 -3.26838 2.04419
C -4.89835 0.18616 -5.39926
C 3.22738 0.45519 3.12807
C 5.14124 -0.09307 4.49636
C -3.74901 0.78663 -5.96227
C -3.74246 -0.09092 -3.29218
C 0.52762 -3.86164 4.17294
C -0.88220 -5.79041 4.30234
C 3.86705 -0.40174 4.02293
C -1.79823 -5.18334 3.45916
C -4.87785 -0.25434 -4.09282
C 3.21055 -1.62537 4.42857
C 5.13865 1.89720 3.15196
C 1.74602 -3.15297 4.49308
C 0.14674 3.87722 -2.03400
C -2.64832 0.98611 -5.19555
C 1.10933 1.76376 0.50573
C -1.19466 -1.54547 0.88076
C 2.11881 0.68507 -0.99116
H 3.16519 3.01101 -4.36218
H -2.70119 -5.70413 3.17619
H 0.80881 3.89071 -1.16865
H -0.84615 3.57868 -1.69935
H 5.64236 2.78637 2.80476
H 0.08961 4.88649 -2.44065
H 3.90680 3.18693 1.24552
H -5.75125 -0.75550 -3.69478
H 6.75958 1.29348 4.40440
H -1.74758 1.42529 -5.59645
H -3.54865 -3.18526 2.55419
H -2.70579 -3.89215 1.15065
H 3.21283 3.06402 -2.60820
H 2.46406 3.18708 2.28886
H -0.19314 -2.25231 2.97899
H -2.48630 1.16179 1.76369
H -0.51640 -2.20740 0.38250
H 2.23725 0.20752 2.77178
H 1.01301 -5.60524 5.30867
H 0.36198 3.19199 -5.88169
H -1.00146 3.65024 -4.85739
H 2.64636 4.47181 -3.51654
H -4.65457 -1.27512 -1.77513
H 2.30537 0.08219 -1.85701
H -1.08151 -6.78216 4.67900
H -3.76853 1.07250 -7.00326
H 5.61730 -0.76187 5.19486
H 0.44324 4.67431 -4.92146
H 0.35934 2.21091 1.12546

gap between HOMO and LUMO = 7.22 eV

Charges computed using Mulliken, reported in e: 0.51 0.25 -0.52 -0.65 -0.27 -0.65 -0.50 1.01 -0.50 1.18 1.11 0.79 -1.07 -0.53 -0.94 0.20 -0.66 1.03 -0.52 -1.35 -0.18 0.07 -1.26 -0.99 0.93 -1.16 -0.68 -1.14 -0.34 -0.24 -1.07 -0.51 0.76 -0.26 -0.57 -0.06 -0.93 -0.49 0.70 -0.87 0.60 -1.04 -0.56 -0.55 -0.27 -0.75 0.39 0.47 0.23 0.23 0.42 0.49 0.44 0.47 0.40 0.51 0.41 0.40 0.29 0.21 0.96 0.48 0.51 0.79 0.53 0.39 0.38 0.35 0.32 0.54 0.40 0.49 0.53 0.43 0.48



[2]
A structure of composition C30H29CrN6O4Te at a distorted geometry. Source: OMol25; level of theory: wB97M-V/def2-TZVPD.

Cartesian coordinates (Å):
Te 2.04722 0.89958 -2.55302
Cr 0.74862 -0.91422 -0.93072
O -0.26288 -1.49552 0.54868
O 2.52822 -1.57272 -0.66492
O -1.05408 -2.62412 4.27058
O 3.84972 -3.05872 -1.58952
N 1.59642 -3.14292 -1.79392
N -0.78908 -4.00892 -2.34692
N 2.62902 -4.63052 -3.30292
N -0.80748 0.09958 -1.46012
N 2.72252 -2.62362 -1.34852
N 0.32372 -4.59322 -2.97522
C 1.67922 4.22318 1.06768
C -2.27598 1.32378 1.64618
C 2.41142 -4.52942 3.04088
C -0.41488 -2.10562 3.37738
C 1.18152 -3.96772 3.32138
C 1.93342 2.37578 -0.98652
C 0.08382 1.39948 -3.34962
C 1.73372 4.65168 -0.24982
C -0.89368 -0.66862 1.31198
C 1.77202 2.87038 1.35788
C -1.56028 0.48738 0.77888
C -3.06488 2.05848 3.89948
C -2.31438 1.12028 3.01018
C 1.89882 1.94778 0.33318
C -1.55438 0.77648 -0.62682
C -3.54198 1.98808 -1.68382
C 0.90762 -2.64302 2.97208
C -1.65348 0.00528 3.52178
C 3.14232 -2.44542 2.09828
C -3.38208 4.36548 -2.04252
C -2.13228 4.36858 -1.44202
C -4.08998 3.17748 -2.14312
C -1.58778 3.18858 -0.96992
C 1.55722 -4.13982 -2.66662
C -2.28208 1.98628 -1.09902
C 3.39442 -3.76902 2.42698
C 1.87462 3.73378 -1.28142
C -0.93378 0.36528 -2.88442
C -0.97088 -0.88542 2.71148
C 1.90532 -1.88072 2.36278
H -1.66558 -0.18882 4.58378
H -0.77458 -0.58822 -3.40382
H 1.73042 -0.83192 2.15528
H 0.12462 1.42358 -4.43462
H 0.41722 -4.53632 3.83138
H -3.80188 5.28598 -2.42302
H 0.23482 -5.52222 -3.37292
H -0.62848 3.19428 -0.47502
H -2.80008 2.16578 1.22378
H -0.79288 -4.16602 -1.33772
H -4.11878 2.07958 3.62638
H 1.97262 0.88748 0.55218
H 3.53932 -4.29552 -2.99642
H 4.36192 -4.19912 2.21408
H -2.67578 3.07018 3.79868
H -1.63198 -4.38492 -2.76482
H 1.66222 5.70568 -0.47892
H -4.10128 1.06658 -1.75862
H 3.91952 -1.85312 1.63838
H -1.57478 5.28788 -1.33952
H 2.56782 -5.35852 -3.99392
H -0.17528 2.39108 -2.97942
H -5.07538 3.17218 -2.58712
H 2.61422 -5.55542 3.30758
H 1.57322 4.94258 1.86698
H -2.98668 1.75528 4.93858
H 1.92682 4.07748 -2.30742
H -1.93678 0.73098 -3.13162
H 1.74112 2.53028 2.38168

total charge = +1
2S+1 = 5
gap between HOMO and LUMO (spin up / spin down) = 6.45 / 6.69 eV

Charges computed using Mulliken, reported in e: 0.17 0.62 -1.00 -0.23 -0.62 -0.77 -0.24 -0.50 -0.34 0.27 1.00 -0.10 -0.64 -1.10 -0.66 -0.27 -0.58 -0.17 -0.72 -0.61 0.50 -0.41 0.03 -1.75 0.12 0.30 1.83 0.01 -0.06 -0.47 -0.79 -0.59 -0.92 -0.87 0.29 0.50 -1.18 -0.47 -0.35 -0.77 0.85 0.36 0.44 0.32 0.49 0.65 0.49 0.42 0.23 0.40 0.56 0.21 0.37 0.24 0.23 0.45 0.34 0.28 0.43 0.55 0.46 0.50 0.17 0.13 0.43 0.43 0.43 0.39 0.43 0.42 0.46



[3]
A structure of composition C30H29F5N7O3SV at a distorted geometry. Source: OMol25; level of theory: wB97M-V/def2-TZVPD.

Cartesian coordinates (Å):
V -1.07368 0.43949 0.81417
S -3.40943 0.48119 0.87463
F -2.07689 -3.03467 -3.69514
F -3.28253 -0.96543 -2.01450
F -1.30521 -0.82283 -1.02684
F -2.28781 -3.46935 -1.60099
F -0.36873 -2.90528 -2.39552
O -0.83048 1.91291 -0.14187
O -1.25765 3.95151 -0.94040
O 1.12839 -1.00567 0.93844
N -0.41055 1.17449 2.45084
N -4.44766 -1.94610 0.58582
N 2.57980 1.81192 0.08531
N 0.25149 1.16270 -2.34930
N -2.39847 -1.85182 1.66400
N 3.33969 -0.58096 1.14858
N -1.41280 -0.97257 1.94673
C -0.15105 0.21518 3.40287
C -0.65994 2.14180 -4.79956
C 0.99000 1.85000 4.75781
C -0.92761 2.76995 -1.07198
C 2.66346 -2.35148 -0.33468
C -0.55247 2.19936 -2.41191
C 0.74294 0.40677 -5.91124
C 2.43771 2.93255 -0.59653
C -0.77381 -1.02178 3.10731
C 2.82209 4.17158 -0.10620
C -3.37238 -1.27145 1.03082
C -1.68096 -2.60019 -2.47615
C 3.11677 1.86492 1.29521
C 1.96956 -1.13885 -4.52490
C 0.57448 0.55100 4.56600
C 3.42520 4.22439 1.14045
C 3.58906 3.04668 1.85528
C 0.23345 1.04401 -4.76659
C -1.90871 -1.11158 -2.31494
C 0.71535 2.80496 3.77669
C 0.01940 2.41066 2.64450
C 0.63545 0.57223 -3.48651
C 3.16521 0.54779 2.03174
C -0.89259 -2.18859 4.04510
C 1.50202 -0.53250 -3.39283
C 2.27241 -1.22902 0.60329
C -1.05202 2.72229 -3.62598
C -5.09079 -3.96016 1.81788
C -4.47216 -3.39084 0.54267
C 1.59926 -0.65749 -5.78877
H 4.22480 -0.63307 0.66846
H -1.73243 3.56093 -3.58816
H -0.58281 -1.92351 5.05235
H -6.12393 -3.63942 1.93361
H 3.76613 5.16720 1.54760
H -4.51923 -3.61260 2.67494
H 3.22456 -1.96635 -1.18340
H -5.02973 -1.43248 -0.05854
H -5.03441 -3.70411 -0.33956
H 4.06823 3.04643 2.82447
H 1.02122 3.83196 3.89458
H -5.05957 -5.04723 1.79235
H 2.62837 -1.99325 -4.44819
H 3.28446 -3.07010 0.19946
H -0.27259 -3.01435 3.69246
H -1.01832 2.50838 -5.75445
H -0.21702 3.11955 1.85968
H 0.78869 -0.20786 5.30377
H -3.44961 -3.76389 0.45449
H 1.51783 2.12705 5.65891
H 2.65285 5.06478 -0.68741
H 0.45800 0.77476 -6.88947
H 1.99516 2.82362 -1.57595
H 1.76267 -2.84027 -0.69821
H 2.20251 0.40371 2.53258
H 3.95990 0.54543 2.78610
H -1.92900 -2.52975 4.06551
H 1.74191 -0.86031 -2.39678
H 1.99453 -1.13697 -6.67400

total charge = -1
energy above the lowest of the compared OMol25 structures with the same formula, charge and spin = 292.67 kJ/mol
2S+1 = 4
gap between HOMO and LUMO (spin up / spin down) = 5.68 / 6.16 eV

Charges computed using Mulliken, reported in e: 0.75 -0.68 -0.34 -0.34 0.36 -0.25 -0.23 -0.35 -0.74 -0.21 0.49 -0.09 0.10 0.52 -1.43 -0.07 1.53 0.69 -0.96 -0.59 -0.28 -1.79 1.01 -0.88 -0.10 0.19 -1.00 0.31 0.84 0.65 -0.38 -0.92 -0.37 -0.98 1.00 -0.93 -0.94 -0.03 -0.07 0.05 -1.72 -0.26 0.66 -1.17 -1.21 -0.28 -0.60 0.28 0.52 0.45 0.32 0.40 0.23 0.50 0.27 0.50 0.40 0.50 0.36 0.40 0.48 0.25 0.39 0.44 0.33 0.18 0.41 0.43 0.40 0.61 0.20 -0.43 0.29 0.29 0.20 0.36



| no. | energy (eV) |
| --- | --- |
| 1 | -160704.2881 |
| 2 | -84417.9329 |
| 3 | -98267.0625 |